Molecular formula: C21H22Br2N3NaO2S2
Method: DFT, the ωB97M-V functional and the def2-TZVPD basis

Each line ends with the Mulliken charge.
Geometry (Å):
Na: -0.533 -0.829 -0.255  0.9993
C: -0.428 2.096 -2.379  -1.4097
C: -0.387 2.470 -0.925  0.3787
C: -0.344 3.823 -0.530  -0.9208
C: -0.273 4.121 0.796  -0.9706
C: -0.245 3.085 1.758  0.8960
C: -0.129 3.317 3.154  -0.1946
Br: -0.045 5.077 3.848  -0.2561
C: -0.069 2.257 4.006  -0.1710
C: -0.140 0.937 3.540  -0.0283
Br: -0.053 -0.430 4.846  -0.1971
C: -0.312 0.587 2.200  0.7823
O: -0.436 -0.596 1.774  -1.0597
C: -0.317 1.757 1.286  -0.5821
N: -0.378 1.491 -0.056  0.6314
H: -0.787 2.917 -3.000  0.4249
H: -1.083 1.236 -2.533  0.2479
H: 0.569 1.818 -2.725  0.2822
H: -0.361 4.603 -1.279  0.4907
H: -0.233 5.148 1.133  0.3381
H: 0.034 2.425 5.069  0.3951
N: 1.633 -1.934 -3.106  -0.4325
C: 2.457 -1.781 -2.037  0.3806
S: 2.453 -0.363 -1.157  -0.3082
N: 3.232 -2.869 -1.800  -0.1946
C: 4.100 -3.157 -0.710  0.8168
C: 3.893 -2.691 0.582  -0.4621
C: 4.779 -3.073 1.580  -0.6891
C: 5.850 -3.911 1.313  -0.5163
C: 6.038 -4.382 0.022  -0.5191
C: 5.168 -4.005 -0.986  -0.6094
H: 1.117 -1.133 -3.416  0.2061
H: 1.500 -2.814 -3.574  0.1686
H: 3.287 -3.542 -2.547  0.2159
H: 3.063 -2.046 0.810  0.5792
H: 4.611 -2.705 2.583  0.3899
H: 6.527 -4.197 2.106  0.3796
H: 6.866 -5.039 -0.209  0.3533
H: 5.322 -4.361 -1.998  0.3061
O: -2.590 -0.824 -0.866  -0.8738
S: -3.339 -0.114 0.270  0.5249
C: -3.782 1.520 -0.391  -0.2024
C: -5.267 1.508 -0.774  -0.6998
C: -5.639 0.051 -1.041  -0.5919
C: -5.023 -0.711 0.123  -0.7580
H: -3.125 1.607 -1.258  -0.1003
H: -3.493 2.284 0.329  0.4915
H: -5.446 2.153 -1.634  0.3391
H: -5.866 1.900 0.051  0.2768
H: -5.189 -0.291 -1.975  0.2608
H: -6.714 -0.112 -1.104  0.3716
H: -4.946 -1.793 0.021  0.4408
H: -5.526 -0.483 1.066  0.3793

HOMO level in eV: -6.53

---

Molecular formula: C32H44F2N5O2RuSi2Te
Method: DFT, the ωB97M-V functional and the def2-TZVPD basis

Each line ends with the Mulliken charge.
Geometry (Å):
Ru: 0.296 1.660 -0.700  0.7628
C: 2.602 3.553 2.346  -1.4696
C: 1.590 2.633 1.727  0.5076
O: 1.562 2.712 0.431  -0.5294
C: 0.835 1.809 2.534  -1.4196
C: -0.152 0.851 2.157  0.7353
C: -0.829 0.047 3.223  -1.4046
N: -0.489 0.678 0.906  2.0001
N: -1.436 -0.298 0.604  -0.3088
C: -1.571 -0.409 -0.679  0.2969
O: -0.873 0.268 -1.564  -1.2773
C: -2.586 -1.350 -1.210  0.7459
C: -3.409 -2.073 -0.347  0.1283
C: -4.372 -2.925 -0.861  -1.2258
C: -4.523 -3.060 -2.237  -0.4565
C: -3.702 -2.346 -3.096  -0.9747
C: -2.733 -1.493 -2.586  -0.2512
H: 2.437 4.569 1.984  0.3418
H: 3.597 3.248 2.018  0.2743
H: 2.563 3.540 3.433  0.3815
H: 1.021 1.888 3.595  0.2751
H: -0.373 0.235 4.193  0.4564
H: -0.774 -1.015 2.986  0.0159
H: -1.885 0.321 3.253  0.2578
H: -3.284 -1.952 0.720  0.5289
H: -5.007 -3.487 -0.188  0.4404
H: -5.276 -3.727 -2.636  0.4427
H: -3.811 -2.455 -4.167  0.4467
H: -2.077 -0.938 -3.242  0.4578
C: -0.518 -3.636 1.607  -0.2436
Si: 1.331 -3.752 1.862  -0.0397
C: 1.933 -2.344 2.943  -0.4971
C: 1.750 -5.386 2.679  -1.0732
C: 2.195 -3.670 0.196  -0.7360
Te: 1.654 -1.898 -0.888  0.1092
C: 3.599 -1.460 -1.686  -0.9020
Si: 4.891 -0.816 -0.482  0.3219
C: 4.241 0.622 0.521  -0.4639
C: 6.373 -0.262 -1.490  -1.1189
C: 5.451 -2.140 0.722  -0.9005
H: -1.049 -3.753 2.556  0.3954
H: -0.871 -4.418 0.931  0.4063
H: -0.810 -2.670 1.184  -0.4511
H: 1.374 -2.308 3.881  0.4183
H: 1.815 -1.380 2.441  -0.2353
H: 2.989 -2.467 3.195  0.4347
H: 1.278 -5.466 3.661  0.3072
H: 2.829 -5.490 2.818  0.2952
H: 1.408 -6.229 2.075  0.3159
H: 1.951 -4.531 -0.428  0.5524
H: 3.275 -3.653 0.334  0.1553
H: 3.399 -0.706 -2.453  0.4026
H: 3.941 -2.350 -2.217  0.5067
H: 3.986 1.490 -0.090  0.3108
H: 5.007 0.934 1.236  0.4729
H: 3.348 0.337 1.083  -0.2398
H: 6.098 0.524 -2.196  0.3347
H: 6.795 -1.091 -2.062  0.3191
H: 7.161 0.131 -0.842  0.3167
H: 4.683 -2.355 1.466  0.0412
H: 6.336 -1.787 1.258  0.3684
H: 5.719 -3.074 0.221  0.3255
C: -1.647 5.258 -2.578  -1.1346
C: -0.885 4.467 -1.704  -0.1877
N: -1.285 3.317 -1.217  0.1587
C: -2.569 2.818 -1.601  0.4697
C: -3.430 3.659 -2.498  0.4242
C: -2.925 4.833 -2.988  -0.5614
C: -4.701 3.061 -2.788  -1.2148
C: -5.198 2.095 -1.948  -0.8722
C: -4.591 1.786 -0.716  0.8239
C: -5.152 1.033 0.333  -0.6000
C: -4.588 1.093 1.569  -0.5758
N: -3.497 1.884 1.856  -0.5126
C: -2.922 2.459 0.854  -0.5308
N: -3.369 2.397 -0.427  0.3275
H: -1.227 6.185 -2.940  0.4027
H: 0.116 4.778 -1.428  0.4507
H: -2.384 1.877 -2.147  0.2600
H: -3.516 5.438 -3.664  0.4850
H: -5.271 3.400 -3.642  0.4405
H: -6.139 1.608 -2.165  0.4393
H: -6.045 0.450 0.149  0.4450
H: -4.996 0.536 2.401  0.4002
H: -2.021 3.039 1.006  0.7619
F: 1.635 3.005 -2.768  -0.3222
C: 1.649 1.706 -2.267  0.1303
F: 1.365 0.888 -3.333  -0.2557
H: 2.686 1.501 -1.980  -0.0400

HOMO level (spin up / spin down) in eV: -5.99 / -7.30
Multiplicity: 6

---

Result set for electronic energy: -7234.9709 -2811.6030 hartree, one per record in the order listed.